{"formula": "C43H71F7N2O16S6", "method": "the ωB97M-V functional and the def2-TZVPD basis", "lumo_ha": 0.0042, "gap_ev": 8.7, "molar_mass_g_mol": 1197.43, "multiplicity": 1, "max_force_ev_per_a": 5.165, "smiles": "CCO[C@@H](O[C@H](CCCS)[C@](OCCN)(OC(=O)c1ccccc1)N(C)C(C)=O)C(F)(F)C(F)(F)C(F)(F)F.O=S1(=O)CCCC1.O=S1(=O)CCCC1.O=S1(=O)CCCC1.O=S1(=O)CCCC1.O=S1(=O)CCCC1", "total_charge": 0, "species": ["C", "C", "O", "C", "O", "C", "C", "C", "C", "S", "C", "O", "C", "C", "N", "O", "C", "O", "C", "C", "C", "C", "C", "C", "N", "C", "C", "C", "O", "C", "F", "F", "C", "F", "F", "C", "F", "F", "F", "H", "H", "H", "H", "H", "H", "H", "H", "H", "H", "H", "H", "H", "H", "H", "H", "H", "H", "H", "H", "H", "H", "H", "H", "H", "H", "H", "H", "H", "H", "H", "O", "S", "O", "C", "C", "C", "C", "H", "H", "H", "H", "H", "H", "H", "H", "O", "S", "O", "C", "C", "C", "C", "H", "H", "H", "H", "H", "H", "H", "H", "O", "S", "O", "C", "C", "C", "C", "H", "H", "H", "H", "H", "H", "H", "H", "O", "S", "O", "C", "C", "C", "C", "H", "H", "H", "H", "H", "H", "H", "H", "O", "S", "O", "C", "C", "C", "C", "H", "H", "H", "H", "H", "H", "H", "H"], "positions_angstrom": [[5.010, 2.579, -0.463], [3.480, 2.369, -0.898], [3.020, 0.995, -0.897], [2.391, 0.637, 0.370], [0.991, 0.389, 0.271], [0.206, 1.598, 0.192], [0.134, 2.231, 1.665], [0.496, 3.827, 1.662], [-0.356, 4.544, 2.845], [0.168, 3.969, 4.553], [-1.257, 1.383, -0.500], [-1.637, 2.727, -0.925], [-2.561, 3.377, -0.027], [-4.136, 3.094, -0.376], [-4.926, 2.666, 0.817], [-2.152, 0.787, 0.459], [-2.236, -0.628, 0.397], [-1.306, -1.458, 0.394], [-3.725, -1.250, 0.407], [-3.848, -2.691, 1.036], [-5.176, -3.462, 1.182], [-6.467, -2.712, 0.662], [-6.346, -1.304, 0.024], [-4.983, -0.532, -0.128], [-1.186, 0.583, -1.762], [-2.400, 0.742, -2.616], [-0.037, 0.947, -2.617], [0.148, 2.276, -3.474], [0.892, 0.082, -2.714], [3.045, -0.800, 0.768], [2.856, -1.777, -0.250], [2.248, -1.258, 1.886], [4.547, -0.702, 1.316], [4.649, -1.679, 2.372], [4.889, 0.536, 1.911], [5.686, -1.101, 0.248], [6.891, -0.458, 0.659], [5.380, -0.772, -1.084], [5.940, -2.501, 0.424], [5.037, 2.773, 0.679], [5.703, 1.703, -0.688], [5.443, 3.541, -0.934], [2.846, 3.089, -0.272], [3.399, 2.734, -1.993], [2.694, 1.450, 1.113], [0.785, 2.367, -0.455], [-0.873, 2.145, 2.190], [0.909, 1.761, 2.385], [1.624, 3.938, 1.881], [0.183, 4.251, 0.648], [-0.327, 5.696, 2.764], [-1.479, 4.273, 2.756], [-0.397, 2.695, 4.734], [-2.442, 4.515, -0.228], [-2.339, 3.258, 1.089], [-4.179, 2.377, -1.263], [-4.622, 4.079, -0.743], [-4.497, 1.798, 1.171], [-4.773, 3.423, 1.516], [-2.891, -3.202, 1.418], [-5.250, -4.492, 1.668], [-7.456, -3.274, 0.799], [-7.317, -0.816, -0.323], [-4.931, 0.497, -0.605], [-3.364, 0.491, -2.063], [-2.306, -0.048, -3.459], [-2.508, 1.749, -3.140], [0.074, 2.072, -4.625], [1.148, 2.782, -3.263], [-0.672, 3.068, -3.269], [-6.395, -2.889, 3.653], [-6.054, -1.648, 4.311], [-6.359, -0.360, 3.732], [-6.693, -1.698, 5.977], [-5.575, -2.337, 6.789], [-4.279, -1.695, 6.291], [-4.323, -1.699, 4.761], [-7.622, -2.266, 6.002], [-6.872, -0.669, 6.296], [-5.719, -2.182, 7.861], [-5.547, -3.416, 6.604], [-4.220, -0.664, 6.655], [-3.397, -2.223, 6.661], [-3.815, -0.830, 4.341], [-3.894, -2.615, 4.351], [-1.044, -5.965, -3.203], [-0.397, -6.366, -1.975], [-1.001, -7.307, -1.057], [1.256, -6.917, -2.359], [2.100, -5.651, -2.290], [1.618, -4.898, -1.048], [0.088, -4.895, -1.078], [1.271, -7.390, -3.341], [1.557, -7.633, -1.591], [3.166, -5.882, -2.236], [1.931, -5.038, -3.182], [1.968, -5.416, -0.150], [2.012, -3.881, -1.014], [-0.335, -4.929, -0.074], [-0.300, -4.028, -1.616], [0.146, 2.128, 7.373], [0.789, 1.735, 8.606], [0.187, 0.795, 9.523], [2.447, 1.195, 8.231], [3.282, 2.467, 8.299], [2.789, 3.221, 9.536], [1.260, 3.213, 9.498], [2.471, 0.718, 7.251], [2.749, 0.484, 9.003], [4.349, 2.243, 8.360], [3.114, 3.075, 7.404], [3.138, 2.709, 10.438], [3.177, 4.242, 9.568], [0.833, 3.181, 10.501], [0.868, 4.075, 8.955], [-2.642, 1.907, -5.950], [-1.551, 1.629, -6.856], [-0.201, 2.087, -6.603], [-1.512, -0.127, -7.174], [-2.439, -0.314, -8.368], [-2.112, 0.829, -9.330], [-2.042, 2.117, -8.506], [-1.837, -0.672, -6.288], [-0.485, -0.397, -7.427], [-2.298, -1.290, -8.835], [-3.483, -0.239, -8.047], [-1.143, 0.641, -9.803], [-2.855, 0.912, -10.127], [-1.307, 2.813, -8.911], [-3.017, 2.602, -8.439], [5.773, 1.240, -6.460], [5.499, -0.178, -6.408], [4.885, -0.885, -7.509], [6.999, -1.027, -5.943], [6.961, -1.051, -4.420], [5.519, -1.401, -4.046], [4.598, -0.530, -4.903], [7.864, -0.500, -6.343], [6.951, -2.038, -6.353], [7.672, -1.772, -4.012], [7.215, -0.062, -4.024], [5.334, -2.458, -4.263], [5.329, -1.247, -2.983], [3.670, -1.047, -5.150], [4.375, 0.419, -4.413]], "atomic_forces_ev_per_a": [[-0.108, 0.595, 1.069], [1.124, 1.310, -1.499], [-0.535, 0.978, 1.985], [0.518, -0.956, -1.050], [1.224, 0.713, -0.196], [0.649, 1.044, 0.421], [0.399, 1.326, 0.675], [-0.866, -0.637, 0.761], [-0.756, -0.516, -1.062], [-0.267, -0.249, -0.262], [2.408, 0.355, -1.040], [-0.938, -1.240, 2.537], [-1.332, 2.297, -0.386], [0.537, 0.837, -0.033], [1.116, 0.460, -0.552], [0.006, -1.080, -1.599], [0.060, -4.068, 0.026], [-2.665, 3.869, 0.152], [-2.587, -0.645, 0.403], [-2.342, 0.545, -0.638], [0.265, 4.598, -2.098], [3.708, 1.280, -0.241], [2.143, -1.704, 1.111], [-0.116, -4.130, 2.047], [-0.179, 1.685, 0.005], [-0.878, -0.761, -1.256], [4.323, -2.714, -0.788], [-1.361, 0.762, -0.329], [-3.681, 3.329, 0.282], [-2.901, -0.023, 1.092], [1.083, 2.280, 2.227], [1.907, 0.804, -2.217], [0.620, -1.253, 1.654], [-0.020, 2.323, -2.331], [-1.205, -2.468, -1.506], [1.881, -0.865, 0.732], [-2.846, -1.385, -1.539], [1.011, -0.954, 3.755], [-0.758, 3.556, -1.341], [0.121, -0.476, -1.794], [-1.108, 1.178, 0.097], [-0.806, -1.612, 0.548], [0.606, -1.227, -0.729], [-0.060, -0.751, 1.697], [-0.639, -1.260, -0.527], [-1.182, -1.289, 0.690], [1.209, -0.294, -0.961], [-1.373, 0.334, -1.415], [-1.777, 0.109, -0.558], [0.615, -0.319, 1.369], [0.314, -1.885, 0.532], [1.858, 0.409, -0.058], [0.338, 1.388, -0.702], [0.182, -1.840, 0.252], [-0.322, -0.337, -1.677], [-0.056, 0.753, 1.383], [0.919, -1.568, 0.514], [-0.351, 0.601, 0.092], [-0.313, -1.016, -0.452], [-1.601, 1.075, -0.749], [0.232, 1.793, -0.828], [1.525, 1.300, -0.378], [1.663, -0.670, 0.503], [-0.230, -1.631, 0.821], [1.487, 0.328, -0.571], [-0.161, 1.223, 1.401], [0.182, -1.176, 0.873], [0.366, 0.073, 2.398], [-1.217, -1.069, -0.136], [1.289, -1.393, -0.139], [-0.178, 0.308, 0.265], [-0.073, 0.295, -0.093], [-0.057, -0.435, -0.138], [-0.146, -0.093, 0.485], [0.064, -0.143, 0.073], [0.106, 0.094, 0.198], [0.589, -0.029, 0.146], [0.034, 0.088, -0.186], [0.004, -0.060, -0.112], [-0.002, -0.030, -0.097], [-0.054, 0.080, 0.026], [-0.006, -0.096, -0.028], [-0.071, 0.083, -0.052], [-0.158, -0.130, -0.149], [-0.148, 0.087, -0.069], [-0.072, -0.242, 0.223], [-0.032, -0.078, 0.223], [-0.151, 0.136, -0.395], [0.482, -0.116, -0.190], [0.062, 0.122, -0.072], [0.208, 0.087, 0.122], [0.141, 0.482, 0.270], [-0.188, -0.021, 0.092], [-0.110, 0.039, -0.049], [-0.087, 0.009, -0.027], [0.016, -0.079, 0.044], [-0.028, 0.026, -0.081], [-0.106, -0.120, 0.024], [-0.132, -0.039, -0.199], [-0.048, -0.135, 0.020], [-0.133, -0.198, 0.178], [0.053, -0.271, 0.211], [-0.171, 0.203, -0.415], [0.469, -0.080, -0.161], [0.076, 0.145, -0.104], [0.203, 0.038, 0.133], [0.125, 0.518, 0.307], [-0.182, -0.014, 0.087], [-0.118, 0.034, -0.052], [-0.100, 0.010, -0.029], [0.019, -0.089, 0.037], [-0.035, 0.036, -0.085], [-0.060, -0.098, 0.018], [-0.133, -0.075, -0.194], [-0.051, -0.170, -0.030], [0.363, 0.145, 0.088], [0.131, -0.234, -0.221], [-0.454, 0.115, 0.037], [-0.037, -0.466, -0.085], [-0.187, -0.036, -0.052], [0.071, -0.121, -0.218], [-0.120, 0.227, -0.557], [0.093, 0.171, 0.053], [-0.049, 0.091, 0.083], [-0.017, 0.081, 0.076], [0.090, -0.049, 0.010], [-0.085, 0.018, 0.057], [0.087, 0.024, 0.077], [-0.071, 0.021, 0.231], [0.113, -0.030, 0.151], [-0.111, -0.221, -0.216], [-0.112, -0.166, -0.111], [0.112, 0.428, 0.030], [0.465, -0.168, 0.175], [0.034, 0.051, 0.142], [-0.039, -0.179, 0.187], [-0.294, -0.132, 0.462], [-0.171, 0.028, -0.121], [-0.049, 0.112, -0.027], [-0.036, 0.078, -0.040], [0.024, -0.068, -0.056], [0.027, 0.083, -0.014], [-0.020, -0.114, -0.529], [0.058, 0.216, -0.100], [0.011, -0.037, -0.155]], "lowdin_charge": [-0.076, -0.232, -0.105, -0.221, -0.046, -0.155, -0.118, -0.240, -0.547, 0.627, -0.349, -0.093, -0.159, -0.225, -0.018, 0.033, -0.318, 0.093, -0.056, -0.013, -0.059, -0.056, -0.043, -0.009, -0.018, -0.045, -0.350, 0.000, 0.052, -0.176, 0.088, 0.051, -0.179, 0.064, 0.082, -0.290, 0.087, 0.091, 0.087, 0.079, 0.067, 0.092, 0.113, 0.131, 0.166, 0.149, 0.103, 0.125, 0.107, 0.107, 0.086, 0.062, -0.113, 0.137, 0.098, 0.092, 0.121, 0.046, 0.077, 0.102, 0.100, 0.098, 0.089, 0.064, 0.076, 0.119, 0.090, 0.066, 0.084, 0.090, -0.335, 0.661, -0.326, -0.235, -0.225, -0.216, -0.225, 0.108, 0.109, 0.116, 0.120, 0.120, 0.117, 0.104, 0.103, -0.325, 0.665, -0.333, -0.239, -0.226, -0.212, -0.217, 0.107, 0.108, 0.114, 0.120, 0.121, 0.097, 0.104, 0.109, -0.352, 0.664, -0.326, -0.233, -0.223, -0.219, -0.223, 0.110, 0.110, 0.117, 0.120, 0.118, 0.116, 0.105, 0.107, -0.321, 0.673, -0.338, -0.226, -0.221, -0.217, -0.221, 0.107, 0.115, 0.119, 0.122, 0.120, 0.116, 0.106, 0.107, -0.324, 0.666, -0.332, -0.237, -0.223, -0.214, -0.213, 0.108, 0.108, 0.116, 0.120, 0.122, 0.084, 0.107, 0.105]}